Molecular formula: C16H16InN7O11P2S3
Method: DFT, ωB97M-V/def2-TZVPD

```
56
Properties=species:S:1:pos:R:3
In -0.69824 -17.78508 -7.09400
O -2.43414 -21.29481 -9.65758
P -2.52468 -20.27731 -8.39835
O -3.10935 -20.88971 -7.17590
O -1.17365 -19.57107 -8.33111
O -3.57149 -19.11604 -8.85483
P -3.24001 -17.58173 -9.23362
O -2.32323 -17.73780 -10.55520
O -4.50893 -16.85272 -9.51841
O -2.33751 -16.94628 -8.16117
H -2.90523 -22.10515 -9.40212
H -1.51530 -18.31736 -10.52340
N -0.77340 -16.14117 1.56160
C -0.49932 -15.83125 0.26559
C -1.02513 -14.66502 -0.34401
C -0.81672 -14.38582 -1.68893
C -0.05572 -15.30486 -2.45040
C 0.55822 -16.41612 -1.83939
C 0.32652 -16.68385 -0.50049
S -0.02053 -15.25786 -4.21132
O -0.75239 -14.08060 -4.62506
O 1.33703 -15.50850 -4.63099
N -0.76412 -16.61612 -4.75278
C -1.99119 -17.14398 -4.49179
N -2.78316 -16.76904 -3.49585
C -3.95705 -17.38324 -3.35346
C -4.35115 -18.44959 -4.13951
C -3.42287 -18.83392 -5.14609
N -2.28286 -18.19312 -5.33438
H -1.46862 -15.61827 2.02563
H -0.55448 -17.04748 1.92781
H -1.68241 -14.00191 0.20352
H -1.24578 -13.52621 -2.18429
H 1.24598 -16.97474 -2.44643
H 0.73637 -17.60204 -0.07922
H -4.57328 -16.91112 -2.58044
H -5.24377 -19.03421 -3.95627
H -3.61403 -19.65506 -5.84535
S 1.76275 -17.95240 -7.88805
C 2.02766 -19.44527 -7.05202
S 0.90341 -19.77983 -5.78920
C 3.16938 -20.26950 -7.32698
C 3.34983 -21.49862 -6.64017
N 3.54287 -22.50095 -6.08333
C 4.15027 -19.94490 -8.27691
N 4.94811 -19.64431 -9.06913
N 0.16927 -12.05999 -6.71407
C 0.82158 -13.15356 -7.39914
C -0.26742 -14.18166 -7.71521
O -1.44874 -13.63176 -7.97304
O -0.04352 -15.38044 -7.75040
H 0.78722 -11.26101 -6.50927
H -0.23532 -12.35667 -5.80136
H -1.34794 -12.69874 -7.74694
H 1.60533 -13.62743 -6.80849
H 1.23154 -12.82182 -8.38844
```

Total charge: -2
Molecular weight: 755.3 g/mol
Energy relative to the best compared isomer or geometry (same formula, charge and spin): 11.88 kcal per mole
E_HOMO: -2.3 eV
HOMO-LUMO gap: 6.10 eV
Multiplicity: 1

Results of the natural (NBO) charge analysis, in e, for atoms 1 through 8: 1.612, -0.987, 2.565, -1.159, -1.191, -1.112, 2.583, -1.035